Here is C62H47MnN6O4P2Si as an isolated structure from OMol25. Energies are from ωB97M-V/def2-TZVPD.

Geometry as XYZ:
```
123
Properties=species:S:1:pos:R:3
Mn 0.0509 -0.1686 0.1814
C -3.3554 2.3375 -1.0331
C -3.5807 3.2289 0.0277
C -2.9028 3.0355 1.1913
C -1.9693 1.9658 1.3462
N -1.7474 1.1210 0.3002
C -2.4522 1.3309 -0.8255
N -1.4005 1.8908 2.5566
C -0.6245 0.8866 2.9479
N -0.1438 -0.1694 2.2213
C 0.4340 -1.0636 3.0833
N 0.9153 -2.2845 2.8443
C 1.0134 -2.8311 1.6375
C 1.4629 -4.1928 1.6050
C 1.6786 -4.8451 0.4363
C 1.4471 -4.1610 -0.7742
C 0.9939 -2.8782 -0.6948
N 0.7576 -2.2010 0.4545
C 0.4113 -0.5168 4.4159
C 0.8890 -0.9947 5.6396
C 0.7076 -0.2070 6.7565
C 0.0466 1.0382 6.6710
C -0.4382 1.5061 5.4676
C -0.2427 0.7192 4.3304
H -3.8630 2.4205 -1.9837
H -4.2841 4.0476 -0.0695
H -3.0429 3.6716 2.0544
H -2.2872 0.6190 -1.6216
H 1.6327 -4.6579 2.5662
H 2.0307 -5.8703 0.4392
H 1.6090 -4.6132 -1.7430
H 0.7930 -2.3344 -1.6072
H 1.3885 -1.9543 5.6926
H 1.0736 -0.5444 7.7192
H -0.0798 1.6304 7.5700
H -0.9553 2.4551 5.3923
C -0.3180 1.5269 -3.2553
Si 0.1509 0.0257 -2.1844
C 1.9346 -0.3171 -2.8143
C 2.2678 -0.4864 -4.1605
C 3.5837 -0.5309 -4.5936
C 4.6152 -0.4085 -3.6731
C 4.3143 -0.2612 -2.3299
C 2.9890 -0.2117 -1.8977
P 2.5334 -0.1559 -0.1232
C 3.4115 1.1921 0.7772
C 2.9392 1.5176 2.0482
C 3.6065 2.4480 2.8351
C 4.7418 3.0800 2.3564
C 5.2173 2.7656 1.0889
C 4.5651 1.8195 0.3133
C 3.5709 -1.5321 0.5579
C 3.7989 -1.5792 1.9370
C 4.5863 -2.5708 2.4962
C 5.1732 -3.5349 1.6883
C 4.9506 -3.5057 0.3225
C 4.1490 -2.5181 -0.2376
C -1.0729 -1.2769 -2.9651
C -1.2045 -1.4617 -4.3479
C -2.1426 -2.3224 -4.8919
C -3.0037 -3.0281 -4.0577
C -2.9151 -2.8523 -2.6894
C -1.9662 -1.9806 -2.1446
P -1.8182 -1.7012 -0.3397
C -3.4877 -1.1817 0.2487
C -3.5934 -0.7262 1.5646
C -4.8155 -0.3340 2.0823
C -5.9548 -0.3741 1.2887
C -5.8547 -0.7880 -0.0286
C -4.6273 -1.1839 -0.5470
C -1.8320 -3.4095 0.3692
C -1.6947 -4.5567 -0.4054
C -1.7375 -5.8176 0.1766
C -1.8934 -5.9520 1.5457
C -1.9932 -4.8143 2.3348
C -1.9644 -3.5590 1.7510
H -0.0170 1.3308 -4.2908
H 0.2171 2.4134 -2.9230
H -1.3889 1.7377 -3.2626
H 1.4815 -0.5694 -4.9016
H 3.8047 -0.6591 -5.6470
H 5.6487 -0.4422 -3.9956
H 5.1270 -0.2365 -1.6149
H 2.0354 1.0533 2.4235
H 3.2155 2.6849 3.8175
H 5.2489 3.8239 2.9597
H 6.0948 3.2650 0.6964
H 4.9474 1.6100 -0.6756
H 3.3507 -0.8425 2.5882
H 4.7333 -2.5898 3.5688
H 5.7936 -4.3082 2.1254
H 5.3894 -4.2594 -0.3208
H 3.9764 -2.5270 -1.3035
H -0.5661 -0.9042 -5.0228
H -2.2087 -2.4417 -5.9673
H -3.7410 -3.7044 -4.4726
H -3.5805 -3.4053 -2.0367
H -2.7029 -0.6166 2.1729
H -4.8660 0.0317 3.1003
H -6.9092 -0.0564 1.6905
H -6.7297 -0.7908 -0.6671
H -4.5681 -1.4677 -1.5882
H -1.5482 -4.4800 -1.4733
H -1.6320 -6.6950 -0.4503
H -1.9186 -6.9351 1.9998
H -2.0813 -4.8961 3.4106
H -2.0195 -2.6926 2.3944
O 1.8897 2.4362 -1.3640
C 1.3425 2.6463 -0.2802
O 0.5810 1.8516 0.3609
C 1.5949 3.9592 0.4315
C 0.8533 4.3320 1.5459
C 1.1595 5.4977 2.2363
C 2.2246 6.2892 1.8360
C 2.9522 5.8855 0.7293
C 2.6570 4.7464 0.0076
N 4.1109 6.7052 0.3168
O 4.3583 7.7086 0.9605
O 4.7689 6.3289 -0.6304
H 0.0614 3.6782 1.8887
H 0.5784 5.7795 3.1051
H 2.5000 7.1897 2.3635
H 3.2405 4.4458 -0.8495
```

Output
- E_tot: -5143.61044 Ha
- 2S+1: 2
- Expectation value of S²: 0.779
- Charge: -1
- Energy above the lowest of the compared OMol25 structures with the same formula, charge and spin: 0.0 kJ/mol
- E_LUMO (spin up / spin down): 2.0 / 2.0 eV
- HOMO (spin up / spin down): -2.680 / -4.754 eV